This record from the OMol25 dataset describes a cluster of 2 separate species, C3H13N2O in total at a distorted geometry. The level of theory is ωB97M-V/def2-TZVPD.

The value obtained for the HOMO energy is -12.743 eV. The value obtained for the orbital gap is 0.3473 hartree.

Structure (ORCA input):
```
! RIJCOSX wB97M-V def2-TZVPD def2/J DEFGRID3
* xyz 1 1
N -0.850 0.925 0.064
C 0.460 0.623 -0.412
C 0.271 -0.440 -1.620
C 1.250 -0.131 0.696
N 2.726 -0.022 0.672
H -0.959 1.512 0.831
H -1.512 -0.012 0.307
H -1.356 1.365 -0.695
H 1.097 1.440 -0.740
H -0.559 -1.170 -1.455
H 1.091 -1.142 -1.717
H 0.223 0.195 -2.531
H 0.912 0.221 1.611
H 1.033 -1.166 0.616
H 3.156 -0.186 1.648
H 3.138 -0.605 -0.108
H -3.065 -1.442 1.056
H -3.912 -0.469 0.142
O -3.038 -0.646 0.488
*
```

=====

This record from the OMol25 dataset describes a cluster of 3 separate species, C3H12NO4 in total at a distorted geometry. The level of theory is ωB97M-V/def2-TZVPD.

The value obtained for the HOMO energy (spin up / spin down) is -2.622 / -11.308 eV. The value obtained for the orbital gap (spin up / spin down) is 0.1186 / 0.4292 hartree. The expectation value of S² is 0.75.

Structure (ORCA input):
```
! RIJCOSX wB97M-V def2-TZVPD def2/J DEFGRID3
* xyz 0 2
C -1.483 -0.627 0.777
C -0.606 -1.444 -0.231
C -0.355 -0.666 -1.500
O 0.374 -1.425 -2.337
O -0.749 0.444 -1.741
N -0.653 0.555 1.115
H -2.309 -0.243 0.183
H -1.592 -1.313 1.588
H -1.057 -2.354 -0.569
H 0.261 -1.774 0.342
H 0.411 -1.068 -3.227
H 0.123 0.262 1.746
H -1.204 1.243 1.632
H -0.373 1.054 0.275
H 0.984 3.468 -0.009
H -0.111 3.110 -1.003
O 0.160 2.968 -0.082
H 2.568 -1.533 1.082
H 3.178 -0.076 0.810
O 2.433 -0.582 1.151
*
```

=====

This record from the OMol25 dataset describes a structure of composition C15H23IN2O3 at a distorted geometry. The level of theory is ωB97M-V/def2-TZVPD.

The value obtained for the HOMO energy is -4.989 eV. The value obtained for the orbital gap is 0.1220 hartree.

Structure (ORCA input):
```
! RIJCOSX wB97M-V def2-TZVPD def2/J DEFGRID3
* xyz 0 1
O 0.700 2.213 -4.849
C 1.347 1.226 -5.009
O 1.922 0.962 -6.235
I 3.893 0.624 -6.122
C 1.559 0.192 -3.957
C 1.997 0.547 -2.702
C 2.197 -0.448 -1.763
N 1.975 -1.740 -2.090
C 1.541 -2.104 -3.323
C 1.322 -1.167 -4.276
H 2.175 1.582 -2.461
H 2.525 -0.192 -0.770
H 2.142 -2.436 -1.382
H 1.375 -3.154 -3.499
H 0.996 -1.461 -5.259
C -2.822 -0.129 0.410
C -1.717 0.784 0.974
C -2.121 1.242 2.381
C -2.052 0.158 3.462
C -0.994 -0.916 3.165
C 0.127 -0.462 2.224
N -0.472 -0.006 0.978
O 0.441 0.382 0.063
C 0.975 -1.697 1.918
C 1.020 0.575 2.920
C -1.644 2.025 0.097
H -2.566 -0.444 -0.602
H -3.787 0.389 0.370
H -2.949 -1.025 1.020
H -1.476 2.073 2.679
H -3.130 1.660 2.345
H -1.839 0.633 4.422
H -3.027 -0.320 3.579
H -0.564 -1.273 4.105
H -1.485 -1.785 2.719
H 0.389 -2.434 1.366
H 1.323 -2.162 2.844
H 1.853 -1.436 1.324
H 1.446 0.152 3.834
H 0.474 1.477 3.198
H 1.846 0.868 2.273
H -2.611 2.533 0.113
H -1.417 1.775 -0.938
H -0.887 2.723 0.455
*
```

=====

This record from the OMol25 dataset describes a structure of composition C3H3NO2 at a distorted geometry. The level of theory is ωB97M-V/def2-TZVPD.

The value obtained for the HOMO energy is -9.066 eV. The value obtained for the orbital gap is 0.3025 hartree.

Structure (ORCA input):
```
! RIJCOSX wB97M-V def2-TZVPD def2/J DEFGRID3
* xyz 0 1
O -1.842 1.476 -1.331
C -0.909 1.374 -0.661
N -0.881 -0.069 0.546
C 0.271 -0.601 0.718
C 1.117 -0.612 -0.483
O 0.719 -0.079 -1.501
H -1.348 0.251 1.396
H 0.715 -0.777 1.698
H 2.158 -0.964 -0.383
*
```

=====

This record from the OMol25 dataset describes a structure of composition C22H33AuN7O2SSe. The level of theory is ωB97M-V/def2-TZVPD.

The value obtained for the HOMO energy is -15.983 eV. The value obtained for the orbital gap is 0.2066 hartree.

Structure (ORCA input):
```
! RIJCOSX wB97M-V def2-TZVPD def2/J DEFGRID3
* xyz 3 1
Au 0.952 -0.557 0.879
C 5.313 -1.291 -0.594
N 4.925 0.080 -0.225
C 5.986 1.093 -0.376
C 3.656 0.353 0.032
N 2.730 -0.595 -0.007
N 3.315 1.659 0.312
C 2.066 2.176 0.565
N 1.982 3.502 0.613
N 1.025 1.407 0.698
H 6.396 -1.351 -0.587
H 4.956 -1.541 -1.594
H 4.945 -2.007 0.142
H 6.910 0.662 0.000
H 5.808 1.982 0.224
H 6.111 1.361 -1.425
H 3.062 -1.518 -0.241
H 4.056 2.332 0.205
H 2.786 4.102 0.520
H 1.115 3.952 0.862
H 0.091 1.811 0.759
C -3.569 4.062 -4.838
C -3.258 3.071 -3.757
C -2.686 3.480 -2.548
C -2.418 2.572 -1.541
C -2.737 1.235 -1.737
C -3.288 0.794 -2.935
C -3.551 1.718 -3.931
S -2.511 0.037 -0.464
C -3.955 0.372 0.534
O -1.331 0.517 0.407
H -3.020 4.992 -4.704
H -4.635 4.301 -4.828
H -3.344 3.653 -5.822
H -2.466 4.530 -2.400
H -1.988 2.897 -0.601
H -3.517 -0.254 -3.087
H -3.988 1.387 -4.865
H -3.950 1.421 0.827
H -3.931 -0.281 1.405
H -4.834 0.143 -0.067
C -0.760 0.277 4.871
C -1.984 -0.414 4.253
C -1.465 -1.073 2.978
O -0.087 -0.573 2.794
C 0.110 0.582 3.674
H -0.241 -0.377 5.570
H -1.032 1.189 5.397
H -2.766 0.309 4.024
H -2.403 -1.154 4.929
H -2.026 -0.809 2.091
H -1.383 -2.156 3.058
H -0.219 1.485 3.158
H 1.177 0.639 3.886
Se 1.503 -3.550 2.382
N 0.887 -2.566 0.970
C 0.348 -3.376 0.058
C -0.233 -3.010 -1.182
C -0.712 -4.012 -1.968
C -0.658 -5.398 -1.592
C -0.112 -5.784 -0.419
C 0.418 -4.772 0.448
N 0.987 -5.028 1.605
H -0.286 -1.974 -1.491
H -1.155 -3.763 -2.924
H -1.065 -6.132 -2.274
H -0.054 -6.818 -0.107
*
```

=====

This record from the OMol25 dataset describes a structure of composition C27H22Cl3N4O3SSiSm at a distorted geometry. The level of theory is ωB97M-V/def2-TZVPD.

The value obtained for the HOMO energy (spin up / spin down) is -8.131 / -8.131 eV. The value obtained for the orbital gap (spin up / spin down) is 0.2742 / 0.2755 hartree. The expectation value of S² is 8.76.

Structure (ORCA input):
```
! RIJCOSX wB97M-V def2-TZVPD def2/J DEFGRID3
* xyz 0 6
Sm -0.426 -0.513 0.814
N -2.089 3.785 1.435
C -1.428 2.715 0.948
S -2.405 1.427 0.294
N -0.110 2.826 1.038
N 0.558 1.769 0.506
C 1.843 1.769 0.592
C 2.668 2.805 1.265
C 2.536 4.163 0.991
C 3.334 5.086 1.650
C 4.257 4.667 2.600
C 4.390 3.315 2.883
C 3.604 2.393 2.210
C 2.544 0.625 -0.087
C 3.897 0.673 -0.386
C 4.467 -0.397 -1.062
C 3.690 -1.489 -1.405
C 2.353 -1.471 -1.049
N 1.799 -0.437 -0.420
H -3.085 3.738 1.544
H -1.559 4.490 1.918
H 1.802 4.494 0.271
H 3.226 6.139 1.427
H 4.871 5.393 3.118
H 5.098 2.977 3.628
H 3.707 1.337 2.435
H 4.485 1.535 -0.110
H 5.520 -0.374 -1.316
H 4.100 -2.346 -1.920
H 1.701 -2.311 -1.257
O -2.379 -1.932 0.255
C -1.906 -3.058 -0.507
C -0.593 -3.583 0.168
O -0.161 -4.689 -0.045
O 0.015 -2.642 0.844
C -3.018 -4.090 -0.652
C -2.767 -5.408 -1.036
C -3.817 -6.299 -1.199
C -5.129 -5.897 -0.988
C -5.386 -4.588 -0.618
C -4.337 -3.689 -0.459
C -1.440 -2.467 -1.842
C -1.689 -1.140 -2.167
C -1.168 -0.589 -3.337
C -0.422 -1.368 -4.201
C -0.199 -2.708 -3.892
C -0.696 -3.255 -2.723
H -2.745 -2.248 1.093
H -1.752 -5.746 -1.176
H -3.600 -7.319 -1.488
H -5.943 -6.599 -1.116
H -6.402 -4.252 -0.456
H -4.561 -2.662 -0.204
H -2.299 -0.517 -1.530
H -1.359 0.453 -3.559
H -0.021 -0.943 -5.111
H 0.377 -3.329 -4.567
H -0.489 -4.288 -2.478
Cl 0.862 -1.476 5.333
Si 0.759 -0.423 3.545
Cl 0.646 1.543 4.220
Cl -1.617 -0.733 3.158
*
```

=====

This record from the OMol25 dataset describes the molecule C34H31BF12N2O2S at a distorted geometry. The level of theory is ωB97M-V/def2-TZVPD.

The value obtained for the HOMO energy is -6.758 eV. The value obtained for the orbital gap is 0.1996 hartree.

Structure (ORCA input):
```
! RIJCOSX wB97M-V def2-TZVPD def2/J DEFGRID3
* xyz 0 1
C 3.435 -4.945 -4.318
C 2.724 -3.834 -3.668
C 2.346 -2.612 -4.228
C 1.727 -1.728 -3.328
C 1.513 -2.311 -2.040
B 1.921 -1.461 -0.566
C 0.425 -2.067 -1.218
C -0.236 -3.163 -0.519
C -1.548 -3.466 -0.766
C -2.187 -4.702 -0.190
F -3.202 -5.181 -0.978
F -1.306 -5.723 -0.001
F -2.755 -4.438 1.046
C -2.379 -2.626 -1.519
C -1.832 -1.423 -1.981
C -2.685 -0.402 -2.692
F -2.101 0.844 -2.665
F -2.881 -0.728 -4.005
F -3.923 -0.265 -2.118
C -0.510 -1.145 -1.831
O 2.442 -2.317 0.420
C 3.822 -1.928 0.499
C 4.076 -0.811 -0.533
O 2.820 -0.507 -1.120
S 2.299 -3.901 -2.011
H 3.358 -4.926 -5.411
H 4.502 -4.905 -4.065
H 3.050 -5.919 -3.982
H 2.491 -2.413 -5.303
H 1.351 -0.727 -3.538
H 0.331 -3.792 0.154
H -3.425 -2.859 -1.678
H -0.113 -0.218 -2.239
H 3.983 -1.544 1.514
H 4.423 -2.816 0.301
H 4.459 0.113 -0.094
H 4.812 -1.157 -1.277
C -5.523 0.499 1.275
N -4.585 -0.499 1.767
C -5.169 -1.553 2.610
C -5.080 -1.117 4.051
F -5.519 -2.051 4.929
F -3.783 -0.833 4.400
F -5.805 0.035 4.254
C -3.234 -0.373 1.557
C -2.310 -1.375 1.967
C -0.977 -1.290 1.617
C -0.487 -0.203 0.851
C 0.989 -0.122 0.583
C 1.421 1.314 0.677
C 2.258 2.012 -0.230
C 2.633 3.340 -0.046
C 2.273 4.048 1.131
N 2.594 5.360 1.371
C 2.392 5.953 2.688
C 3.185 6.218 0.353
C 2.077 6.787 -0.477
F 2.524 7.670 -1.416
F 1.420 5.775 -1.145
F 1.133 7.401 0.317
C 1.490 3.357 2.081
C 1.064 2.057 1.849
C -1.404 0.805 0.459
C -2.757 0.708 0.754
H -5.295 0.713 0.225
H -6.537 0.083 1.331
H -5.468 1.437 1.857
H -6.232 -1.624 2.340
H -4.629 -2.506 2.470
H -2.675 -2.215 2.559
H -0.311 -2.104 1.931
H 1.553 -0.776 1.350
H 2.583 1.534 -1.144
H 3.269 3.842 -0.781
H 2.740 5.265 3.475
H 2.987 6.875 2.733
H 1.330 6.190 2.879
H 3.697 7.030 0.888
H 3.843 5.616 -0.294
H 1.248 3.900 3.000
H 0.414 1.665 2.641
H -1.092 1.690 -0.112
H -3.471 1.466 0.371
*
```

=====

This record from the OMol25 dataset describes the molecule CH3ClN2O2 at a distorted geometry. The level of theory is ωB97M-V/def2-TZVPD.

The value obtained for the HOMO energy (spin up / spin down) is -9.758 / -9.759 eV. The value obtained for the orbital gap (spin up / spin down) is 0.3417 / 0.3418 hartree. As for the SMILES: [O-]/[N+](CCl)=N\O.

Structure (ORCA input):
```
! RIJCOSX wB97M-V def2-TZVPD def2/J DEFGRID3
* xyz 0 1
O 1.341 -1.353 -0.017
N 0.253 -0.179 -0.164
C -0.981 -0.850 -0.012
Cl -2.340 0.336 -0.104
N 0.461 1.034 -0.239
O 1.676 1.560 0.039
H -0.918 -1.590 -0.843
H -1.131 -1.386 0.944
H 1.639 2.429 0.397
*
```